The following is a quantum chemistry calculation of the ion C5H11N2O with charge -1, from the OMol25 dataset.

SMILES string = N/C=N\CCCC[O-]
LUMO = 3.62 eV
ΔE to the lowest compared entry with this formula, charge and spin = 50.4 kJ/mol
Total charge = -1
2S+1 = 1
Frontier orbital gap = 5.90 eV

Geometry (Å):
O: -1.07718 2.44581 -1.76180
N: 0.79568 -1.66838 1.04461
N: -0.48733 -2.19503 -0.82669
C: 0.07333 -0.46069 1.34258
C: 0.48567 -2.45690 0.11434
C: 0.09789 1.91366 0.29730
C: -0.58969 1.43611 -1.02346
C: 0.86652 0.79368 1.00022
H: -1.41460 0.73445 -0.67484
H: -0.74343 2.26959 0.90267
H: 1.10104 -3.33399 -0.07944
H: 1.77206 0.64847 0.40636
H: -0.88488 -0.42605 0.88019
H: 0.73667 2.74116 -0.01632
H: 0.12555 0.78024 -1.59677
H: -0.93643 -2.96254 -1.28584
H: -0.80644 -1.23902 -0.86573
H: -0.14503 -0.47017 2.41535
H: 1.30956 1.17507 1.93523